Entry 1:
The following is a DFT calculation (wB97M-V/def2-TZVPD) of 9 unconnected molecules or ions with the total composition C22H39N9P.

Atoms and positions in Å:
1 C 1.352 -1.047 0.253
2 C 1.445 0.250 -0.092
3 P 0.896 1.456 1.092
4 N -0.729 1.467 1.314
5 C -1.517 2.399 0.449
6 C -2.804 1.745 -0.013
7 C -2.594 0.376 -0.684
8 C -3.396 -0.732 0.008
9 H 1.230 -1.318 1.296
10 H 1.387 -1.832 -0.489
11 H 1.856 0.535 -1.054
12 H 1.246 2.707 0.600
13 H 1.567 1.243 2.297
14 H -1.104 0.523 1.289
15 H -1.759 3.260 1.070
16 H -0.938 2.795 -0.386
17 H -3.517 1.698 0.807
18 H -3.257 2.413 -0.745
19 H -1.545 0.086 -0.616
20 H -2.851 0.413 -1.738
21 H -2.976 -1.712 -0.183
22 H -3.370 -0.543 1.081
23 H -4.441 -0.671 -0.286
24 C 2.355 2.715 -3.712
25 C 2.503 1.294 -3.440
26 N 2.617 0.171 -3.224
27 H 1.491 3.097 -3.172
28 H 3.243 3.243 -3.375
29 H 2.212 2.887 -4.777
30 C -3.544 -2.736 3.633
31 C -2.299 -2.654 2.879
32 N -1.329 -2.567 2.268
33 H -4.386 -2.559 2.971
34 H -3.648 -3.725 4.068
35 H -3.548 -1.992 4.427
36 C 4.316 -1.928 -5.535
37 C 4.813 -1.989 -6.904
38 N 5.208 -2.038 -7.981
39 H 3.371 -2.463 -5.461
40 H 5.037 -2.384 -4.861
41 H 4.159 -0.893 -5.244
42 C -8.058 -2.519 4.157
43 C -7.049 -3.466 3.702
44 N -6.271 -4.229 3.342
45 H -7.753 -1.505 3.911
46 H -9.007 -2.740 3.672
47 H -8.175 -2.601 5.232
48 C 5.573 1.569 -0.281
49 C 5.016 2.718 -0.987
50 N 4.578 3.616 -1.553
51 H 5.980 0.862 -1.000
52 H 6.366 1.898 0.387
53 H 4.795 1.078 0.300
54 C -6.268 -2.046 8.645
55 C -6.017 -1.870 7.219
56 N -5.820 -1.732 6.097
57 H -6.885 -2.928 8.803
58 H -5.323 -2.173 9.170
59 H -6.783 -1.172 9.038
60 C 8.298 -3.308 -8.896
61 C 9.703 -3.403 -8.516
62 N 10.806 -3.478 -8.208
63 H 7.968 -4.249 -9.331
64 H 7.692 -3.088 -8.022
65 H 8.163 -2.512 -9.624
66 C 0.267 6.534 2.401
67 C 0.324 5.099 2.651
68 N 0.367 3.969 2.847
69 H -0.557 6.970 2.960
70 H 1.199 6.998 2.717
71 H 0.117 6.717 1.339

Output
HOMO = -12.411 eV
HOMO-LUMO gap = 9.38 eV
total charge = +1
LUMO energy = -3.0 eV

Need the Löwdin charges? In units of e they are:
1. C 0.0098
2. C -0.3140
3. P 0.9423
4. N -0.2020
5. C -0.2523
6. C -0.1929
7. C -0.2454
8. C -0.1047
9. H 0.0548
10. H 0.0816
11. H 0.0184
12. H 0.0284
13. H 0.0395
14. H 0.0787
15. H 0.0978
16. H 0.1024
17. H 0.1154
18. H 0.1164
19. H 0.0771
20. H 0.1087
21. H 0.0702
22. H 0.0527
23. H 0.0799
24. C -0.0600
25. C -0.2669
26. N 0.1422
27. H 0.0821
28. H 0.0370
29. H 0.0925
30. C -0.0870
31. C -0.2752
32. N 0.1213
33. H 0.0543
34. H 0.0790
35. H 0.0667
36. C -0.0767
37. C -0.2701
38. N 0.1380
39. H 0.0833
40. H 0.0832
41. H 0.0509
42. C -0.0894
43. C -0.2852
44. N 0.1394
45. H 0.0772
46. H 0.0843
47. H 0.0601
48. C -0.0547
49. C -0.2601
50. N 0.1397
51. H 0.0905
52. H 0.0896
53. H 0.0693
54. C -0.0537
55. C -0.2434
56. N 0.1572
57. H 0.0876
58. H 0.0871
59. H 0.0871
60. C -0.0853
61. C -0.2901
62. N 0.1188
63. H 0.0824
64. H 0.0481
65. H 0.0814
66. C -0.0487
67. C -0.2468
68. N 0.1299
69. H 0.0913
70. H 0.0912
71. H 0.0875

=====

Entry 2:
The following is a DFT calculation (wB97M-V/def2-TZVPD) of a molecular structure, C22H26N2OPS2Se2Zr at a distorted geometry.

Atoms and positions in Å:
1 Zr -1.554 -0.785 0.709
2 Se -1.142 -0.532 -1.792
3 P 0.629 0.543 -0.881
4 Se 0.714 0.202 1.341
5 C 0.562 2.327 -1.210
6 C 0.153 2.724 -2.480
7 C 0.275 4.054 -2.839
8 C 0.797 4.972 -1.938
9 C 1.191 4.569 -0.668
10 C 1.076 3.241 -0.294
11 C 2.137 -0.108 -1.634
12 C 3.320 -0.102 -0.901
13 C 4.493 -0.477 -1.529
14 C 4.484 -0.829 -2.872
15 C 3.298 -0.829 -3.594
16 C 2.113 -0.468 -2.979
17 H -0.245 1.996 -3.175
18 H -0.028 4.368 -3.825
19 H 0.894 6.007 -2.227
20 H 1.594 5.292 0.024
21 H 1.392 2.916 0.691
22 H 3.317 0.201 0.140
23 H 5.418 -0.484 -0.974
24 H 5.408 -1.092 -3.362
25 H 3.294 -1.098 -4.639
26 H 1.179 -0.458 -3.528
27 C -2.392 4.035 2.221
28 N -2.215 2.726 2.798
29 C -2.394 1.592 2.172
30 S -2.814 1.461 0.527
31 N -2.183 0.337 2.823
32 C -1.391 0.348 4.075
33 H -1.648 4.719 2.628
34 H -3.385 4.417 2.471
35 H -2.299 3.995 1.137
36 H -1.991 2.726 3.790
37 H -3.101 -0.099 2.999
38 H -1.896 0.859 4.899
39 H -0.418 0.821 3.889
40 H -1.226 -0.682 4.397
41 C -3.047 -4.712 1.714
42 S -3.042 -3.470 0.415
43 O -2.931 -2.103 1.170
44 C -1.292 -3.545 -0.059
45 C -0.316 -3.144 0.871
46 C 1.017 -3.084 0.464
47 C 1.359 -3.381 -0.851
48 C 0.385 -3.779 -1.758
49 C -0.949 -3.855 -1.367
50 H -2.245 -4.559 2.432
51 H -2.937 -5.679 1.230
52 H -4.011 -4.695 2.219
53 H -0.542 -3.021 1.940
54 H 1.790 -2.844 1.186
55 H 2.395 -3.350 -1.150
56 H 0.660 -4.020 -2.772
57 H -1.708 -4.166 -2.072

Output
HOMO = -16.970 eV
HOMO-LUMO gap = 7.21 eV
total charge = +3
relative energy (zero: lowest compared OMol25 entry of this formula, charge and spin) = 0.5143 eV
LUMO energy = -9.8 eV

Need the Löwdin charges? In units of e they are:
1. Zr 0.9202
2. Se 0.5124
3. P 0.4244
4. Se 0.5085
5. C -0.4090
6. C -0.0883
7. C -0.0306
8. C -0.0217
9. C -0.0431
10. C -0.1019
11. C -0.4218
12. C -0.0975
13. C -0.0347
14. C -0.0200
15. C -0.0347
16. C -0.1030
17. H 0.0924
18. H 0.1262
19. H 0.1273
20. H 0.1223
21. H 0.0766
22. H 0.0818
23. H 0.1252
24. H 0.1278
25. H 0.1251
26. H 0.0853
27. C -0.0221
28. N 0.0312
29. C -0.7652
30. S 0.7453
31. N -0.1981
32. C -0.0688
33. H 0.1145
34. H 0.1222
35. H 0.0721
36. H 0.1649
37. H 0.1516
38. H 0.1096
39. H 0.0650
40. H 0.1059
41. C -0.1695
42. S 1.1410
43. O -0.7017
44. C -0.4628
45. C -0.2117
46. C -0.0668
47. C -0.0148
48. C -0.0181
49. C -0.0902
50. H 0.0753
51. H 0.0944
52. H 0.0848
53. H 0.1270
54. H 0.1281
55. H 0.1331
56. H 0.1383
57. H 0.1360

=====

Entry 3:
The following is a DFT calculation (wB97M-V/def2-TZVPD) of 4 unconnected molecules or ions with the total composition C29H58BN8O7P2 at a distorted geometry.

Atoms and positions in Å:
1 C 5.374 3.329 4.143
2 C 4.483 2.105 3.721
3 P 4.544 1.965 1.843
4 C 6.149 1.038 1.543
5 C 3.116 0.868 1.248
6 C 1.882 1.261 2.105
7 N 0.619 0.653 1.598
8 B 0.550 -0.837 1.788
9 C -0.623 -1.400 2.731
10 O 1.392 -1.767 1.201
11 C 0.499 1.080 0.256
12 N -0.681 1.526 -0.090
13 C -1.844 1.573 0.831
14 C -2.887 2.619 0.277
15 C -2.887 3.938 1.133
16 C -2.544 5.208 0.294
17 O -1.352 5.883 0.694
18 N 1.478 1.151 -0.712
19 C 1.083 0.607 -2.035
20 C 0.253 -0.718 -2.022
21 O -1.079 -0.570 -2.530
22 C 0.965 -1.721 -2.979
23 N 0.963 -1.247 -4.371
24 C 2.861 0.859 -0.292
25 C 3.756 1.890 -1.084
26 P 3.156 3.655 -0.990
27 O 4.221 4.590 -1.291
28 O 1.910 3.789 -2.075
29 O 2.519 4.054 0.474
30 O 3.107 -0.517 -0.749
31 C 4.374 -0.805 -0.819
32 N 5.460 -1.076 -0.876
33 H 5.397 3.411 5.242
34 H 4.870 4.232 3.752
35 H 6.382 3.189 3.721
36 H 3.462 2.246 4.112
37 H 4.947 1.182 4.135
38 H 6.623 1.416 0.624
39 H 6.837 1.226 2.393
40 H 5.996 -0.059 1.526
41 H 3.372 -0.166 1.566
42 H 2.054 0.863 3.124
43 H 1.751 2.353 2.230
44 H -1.539 -0.787 2.579
45 H -0.900 -2.440 2.490
46 H -0.328 -1.244 3.787
47 H 0.808 -2.448 0.825
48 H -0.870 1.886 -1.022
49 H -1.575 1.929 1.838
50 H -2.291 0.577 0.952
51 H -3.869 2.123 0.295
52 H -2.669 2.912 -0.768
53 H -2.210 3.898 2.008
54 H -3.909 4.069 1.542
55 H -2.428 4.980 -0.787
56 H -3.380 5.937 0.351
57 H -1.059 5.605 1.571
58 H 1.911 0.479 -2.748
59 H 0.422 1.367 -2.510
60 H 0.208 -1.234 -1.044
61 H -1.663 -0.576 -1.757
62 H 0.466 -2.718 -2.954
63 H 2.001 -1.924 -2.637
64 H 1.700 -1.707 -4.901
65 H 0.071 -1.552 -4.757
66 H 4.828 1.799 -0.857
67 H 3.640 1.632 -2.161
68 H 1.079 3.906 -1.587
69 H 1.552 3.950 0.473
70 C 4.113 -2.870 -7.691
71 C 4.777 -3.490 -6.466
72 C 4.311 -4.922 -6.191
73 C 2.899 -4.984 -5.813
74 N 1.789 -5.034 -5.520
75 H 3.034 -2.768 -7.553
76 H 4.519 -1.875 -7.876
77 H 4.289 -3.477 -8.581
78 H 4.589 -2.859 -5.593
79 H 5.858 -3.501 -6.622
80 H 4.909 -5.343 -5.379
81 H 4.485 -5.548 -7.068
82 C -6.821 0.974 3.783
83 C -5.701 0.015 4.167
84 C -4.373 0.334 3.474
85 C -4.441 0.130 2.027
86 N -4.501 -0.030 0.890
87 H -7.062 0.902 2.720
88 H -7.725 0.737 4.344
89 H -6.547 2.008 4.005
90 H -6.007 -1.007 3.940
91 H -5.550 0.069 5.247
92 H -3.593 -0.313 3.884
93 H -4.074 1.364 3.689
94 C -4.910 -4.521 1.028
95 C -6.335 -5.047 0.904
96 C -7.393 -3.947 1.023
97 C -7.423 -3.348 2.358
98 N -7.445 -2.875 3.404
99 H -4.728 -4.092 2.017
100 H -4.195 -5.332 0.881
101 H -4.709 -3.752 0.278
102 H -6.505 -5.815 1.662
103 H -6.447 -5.530 -0.069
104 H -8.376 -4.371 0.808
105 H -7.213 -3.171 0.276

Output
HOMO = -10.714 eV
HOMO-LUMO gap = 7.21 eV
total charge = +1
relative energy (zero: lowest compared OMol25 entry of this formula, charge and spin) = 2.1180 eV
LUMO energy = -3.5 eV

Atomic partial charges in e from the Löwdin method, atoms 1 to 99:
1. C -0.1550
2. C -0.4113
3. P 0.9936
4. C -0.2629
5. C -0.3245
6. C -0.1457
7. N 0.0889
8. B -0.5054
9. C 0.0309
10. O 0.1585
11. C -0.2475
12. N 0.1724
13. C -0.1292
14. C -0.1412
15. C -0.1505
16. C -0.2488
17. O -0.0794
18. N 0.0438
19. C -0.0616
20. C -0.3233
21. O -0.0201
22. C -0.2287
23. N 0.0281
24. C -0.3767
25. C -0.1305
26. P 0.5024
27. O -0.2393
28. O -0.1301
29. O -0.1595
30. O 0.0283
31. C -0.3500
32. N 0.2259
33. H 0.0752
34. H 0.0716
35. H 0.0629
36. H 0.0619
37. H 0.0796
38. H 0.0384
39. H 0.0430
40. H 0.0325
41. H 0.1277
42. H 0.1311
43. H 0.1226
44. H 0.0372
45. H 0.0761
46. H 0.0899
47. H 0.1235
48. H 0.1523
49. H 0.1207
50. H 0.0718
51. H 0.0797
52. H 0.1045
53. H 0.1044
54. H 0.1152
55. H 0.1120
56. H 0.1200
57. H 0.0748
58. H 0.1311
59. H 0.1345
60. H 0.1325
61. H 0.0920
62. H 0.1248
63. H 0.1163
64. H 0.0644
65. H 0.0827
66. H 0.0825
67. H 0.1171
68. H 0.0596
69. H 0.0553
70. C -0.1086
71. C -0.2657
72. C -0.1916
73. C -0.2370
74. N 0.1392
75. H 0.0680
76. H 0.0742
77. H 0.0792
78. H 0.1035
79. H 0.1103
80. H 0.1191
81. H 0.1240
82. C -0.1002
83. C -0.2555
84. C -0.1767
85. C -0.2271
86. N 0.1684
87. H 0.0732
88. H 0.0797
89. H 0.0743
90. H 0.0674
91. H 0.1158
92. H 0.1120
93. H 0.1213
94. C -0.1160
95. C -0.2597
96. C -0.1864
97. C -0.2129
98. N 0.1576
99. H 0.0670

=====

Entry 4:
The following is a DFT calculation (wB97M-V/def2-TZVPD) of a gas-phase ion, C6H9N2O2S (charge +1) at a distorted geometry.

Atoms and positions in Å:
1 C -1.145 -1.028 -0.182
2 C -1.590 0.199 0.014
3 C 1.378 -0.967 0.388
4 C 1.333 0.333 0.703
5 C 0.038 -1.702 0.549
6 C -1.120 1.224 0.889
7 N 2.510 -1.385 -0.248
8 N -1.412 2.499 0.683
9 O 3.459 0.952 -1.401
10 O 4.125 0.294 0.865
11 S 3.073 0.174 -0.062
12 H -1.570 -1.725 -1.015
13 H -2.323 0.631 -0.671
14 H -0.069 -1.693 1.601
15 H 0.053 -2.760 0.187
16 H -0.386 1.123 1.729
17 H 2.855 -2.341 -0.133
18 H 4.321 1.223 -1.468
19 H -1.041 3.180 1.367
20 H -2.084 2.892 0.129

Output
HOMO = -12.199 eV
HOMO-LUMO gap = 7.46 eV
total charge = +1
relative energy (zero: lowest compared OMol25 entry of this formula, charge and spin) = 5.1851 eV
LUMO energy = -4.7 eV

Need the Löwdin charges? In units of e they are:
1. C -0.0084
2. C -0.0907
3. C -0.5186
4. C -0.0248
5. C -0.0892
6. C -0.0828
7. N -0.0536
8. N 0.2096
9. O -0.0948
10. O -0.2563
11. S 0.8923
12. H 0.1630
13. H 0.1275
14. H 0.1109
15. H 0.1301
16. H 0.1190
17. H 0.1542
18. H 0.0516
19. H 0.1613
20. H 0.0995

=====

Entry 5:
The following is a DFT calculation (wB97M-V/def2-TZVPD) of C14H18N2O2 in the gas phase.

Atoms and positions in Å:
1 C 1.079 -0.944 3.664
2 H 1.398 -1.252 4.658
3 O -0.307 -1.170 3.621
4 C -0.986 -0.865 2.474
5 C -0.400 -0.338 1.336
6 C -1.198 -0.063 0.223
7 C -2.577 -0.362 0.298
8 C -3.168 -0.889 1.436
9 C -2.364 -1.132 2.524
10 H -2.765 -1.541 3.436
11 H -4.225 -1.105 1.465
12 N -3.143 -0.053 -0.913
13 C -2.197 0.417 -1.758
14 C -0.966 0.450 -1.106
15 C 0.219 0.964 -1.776
16 O 0.233 1.155 -2.979
17 C 1.446 1.338 -0.947
18 N 2.580 0.498 -1.298
19 C 2.338 -0.908 -1.066
20 H 3.161 -1.479 -1.496
21 H 1.415 -1.203 -1.561
22 H 2.263 -1.165 0.003
23 C 3.791 0.943 -0.647
24 H 3.989 1.978 -0.921
25 H 4.622 0.328 -0.989
26 H 3.736 0.876 0.453
27 H 1.222 1.334 0.130
28 H 1.707 2.362 -1.235
29 C -2.540 0.819 -3.140
30 H -2.181 0.071 -3.846
31 H -2.036 1.749 -3.395
32 H -3.617 0.933 -3.256
33 H -4.118 -0.162 -1.140
34 H 0.660 -0.157 1.310
35 H 1.610 -1.542 2.915
36 H 1.320 0.116 3.521

Output
HOMO = -8.060 eV
HOMO-LUMO gap = 8.82 eV
relative energy (zero: lowest compared OMol25 entry of this formula, charge and spin) = 1.9532 eV
LUMO energy = 0.8 eV

Need the Löwdin charges? In units of e they are:
1. C -0.0920
2. H 0.0928
3. O -0.0903
4. C -0.2702
5. C 0.0321
6. C -0.0919
7. C -0.2043
8. C -0.0117
9. C -0.0111
10. H 0.1154
11. H 0.1106
12. N 0.1350
13. C -0.2164
14. C -0.0554
15. C -0.3508
16. O 0.0761
17. C -0.1316
18. N -0.2621
19. C -0.0884
20. H 0.0874
21. H 0.0893
22. H 0.0771
23. C -0.1098
24. H 0.0840
25. H 0.0833
26. H 0.0849
27. H 0.1078
28. H 0.1331
29. C -0.0092
30. H 0.0960
31. H 0.0859
32. H 0.0791
33. H 0.1659
34. H 0.0722
35. H 0.0916
36. H 0.0958

=====

Entry 6:
The following is a DFT calculation (wB97M-V/def2-TZVPD) of HNO2 in the gas phase at a distorted geometry.

Atoms and positions in Å:
1 H 0.001 -1.384 -0.018
2 N -0.448 0.377 -0.090
3 O 0.676 -0.476 -0.188
4 O -0.230 1.484 0.297

Output
HOMO = -10.610 eV
HOMO-LUMO gap = 10.62 eV
relative energy (zero: lowest compared OMol25 entry of this formula, charge and spin) = 0.8081 eV
LUMO energy = 0.0 eV

Need the Löwdin charges? In units of e they are:
1. H 0.2130
2. N -0.1488
3. O -0.0928
4. O 0.0286

=====

Entry 7:
The following is a DFT calculation (wB97M-V/def2-TZVPD) of 2 unconnected molecules or ions with the total composition CH2N2OS at a distorted geometry.

Atoms and positions in Å:
1 C 0.403 -0.119 -1.273
2 N 1.193 -0.852 -1.653
3 N -0.186 -0.555 1.655
4 O -1.751 1.056 -1.483
5 S -0.516 1.216 -0.753
6 H 0.633 -0.760 1.096
7 H 0.225 0.014 2.412

Output
HOMO (spin up / spin down) = -11.649 / -9.986 eV
HOMO-LUMO gap (spin up / spin down) = 9.52 / 8.78 eV
relative energy (zero: lowest compared OMol25 entry of this formula, charge and spin) = 2.3608 eV
LUMO energy (spin up / spin down) = -2.1 / -1.2 eV

Need the Löwdin charges? In units of e they are:
1. C -0.5413
2. N 0.1312
3. N 0.0751
4. O -0.4990
5. S 0.9107
6. H -0.0647
7. H -0.0120

=====

Entry 8:
The following is a DFT calculation (wB97M-V/def2-TZVPD) of 2 unconnected molecules or ions with the total composition C5H5NO2 at a distorted geometry.

Atoms and positions in Å:
1 C -1.861 0.275 -0.092
2 C -0.519 0.257 -0.168
3 C 0.265 1.317 -0.063
4 C 1.563 -0.483 -0.052
5 C 0.312 -0.986 -0.075
6 H -1.963 -1.493 0.539
7 H -2.207 1.390 -0.459
8 H -0.268 2.189 -0.374
9 H 3.139 0.159 0.956
10 H -0.114 -1.992 -0.542
11 N 1.534 1.009 0.247
12 O -2.600 -0.763 0.197
13 O 2.720 -0.879 -0.116

Output
HOMO = -8.129 eV
HOMO-LUMO gap = 7.37 eV
relative energy (zero: lowest compared OMol25 entry of this formula, charge and spin) = 6.7423 eV
LUMO energy = -0.8 eV

Need the Löwdin charges? In units of e they are:
1. C -0.1470
2. C -0.3386
3. C -0.1473
4. C -0.5830
5. C 0.0018
6. H 0.1596
7. H 0.1892
8. H 0.1172
9. H 0.3891
10. H 0.1484
11. N 0.1163
12. O 0.0642
13. O 0.0301